A molecular structure, C12H24N3O4Rb at a distorted geometry. Source: the Open Molecules 2025 dataset; level of theory: wB97M-V/def2-TZVPD.

Kohn-Sham gap (eV): 7.17
Highest occupied orbital energy (eV): -7.08

Geometry as ORCA input:
```
! wB97M-V def2-TZVPD RIJCOSX def2/J DEFGRID3
* xyz 0 1
Rb -1.8907 -1.0095 -0.9549
C -3.0404 -5.6442 -0.0181
C -2.7668 -4.1441 -0.0377
O -3.7403 -3.3496 0.0567
O -1.5619 -3.7911 -0.1862
H -3.3435 -5.9582 -1.0174
H -3.8397 -5.9005 0.6802
H -2.1541 -6.2000 0.2864
C 1.6539 -0.5988 -0.2682
O 1.0497 -0.7619 -1.3112
N 2.9719 -0.3431 -0.1804
C 3.6134 -0.1568 1.0886
C 3.8205 -0.2629 -1.3353
H 1.1832 -0.6707 0.7246
H 4.0175 0.8539 1.1874
H 4.4055 -0.8938 1.2329
H 2.8900 -0.2934 1.8945
H 3.2649 -0.4938 -2.2404
H 4.2457 0.7408 -1.4306
H 4.6346 -0.9863 -1.2512
C -1.2276 -0.4466 2.9478
O -1.0339 -0.4233 1.7494
N -2.0202 0.4102 3.6289
C -2.2716 0.2353 5.0434
C -2.8637 1.3649 2.9510
H -0.7714 -1.1921 3.6166
H -3.2942 -0.1068 5.2152
H -2.1112 1.1833 5.5593
H -1.5912 -0.5048 5.4594
H -2.6574 1.3411 1.8836
H -3.9172 1.1097 3.0989
H -2.6941 2.3834 3.3044
C 0.9885 4.1733 -4.1488
C 1.5822 3.1496 -3.1853
C 0.9792 1.7515 -3.3124
C -0.3051 1.6139 -2.6421
N -1.3176 1.5091 -2.1225
H -0.0197 4.4823 -3.8612
H 0.9154 3.7315 -5.1447
H 1.5955 5.0746 -4.1864
H 1.4850 3.4839 -2.1513
H 2.6490 3.0647 -3.4064
H 1.6468 1.0181 -2.8613
H 0.8409 1.4570 -4.3553
*
```

---

6 unconnected molecules or ions with the total composition C12H24N4O12 at a distorted geometry. Source: the Open Molecules 2025 dataset; level of theory: wB97M-V/def2-TZVPD.

Structure (SMILES): C[N+](=O)[O-].C[N+](=O)[O-].C[N+](=O)[O-].C[N+](=O)[O-].O=C1CCCO1.O=C1CCCO1
Kohn-Sham gap (eV): 10.26
Relative energy (zero: lowest compared OMol25 entry of this formula, charge and spin) (kcal/mol): 0.00
Highest occupied orbital energy (eV): -10.40

Geometry as ORCA input:
```
! wB97M-V def2-TZVPD RIJCOSX def2/J DEFGRID3
* xyz 0 1
C 9.4648 8.0996 5.6731
N 9.5911 9.6463 5.4970
O 10.1013 10.2202 6.4265
O 9.1007 10.1259 4.4925
H 9.9503 7.9491 6.6501
H 10.0021 7.6217 4.8761
H 8.4677 7.7189 5.6666
C 12.6038 12.3573 6.3574
N 13.1104 10.9944 6.5319
O 13.2725 10.5853 7.6863
O 13.3274 10.3487 5.5192
H 12.6599 12.7487 5.3299
H 13.0559 13.0118 7.0788
H 11.5672 12.3873 6.6504
C 10.6880 11.1434 9.3147
N 10.0827 10.3623 10.4046
O 8.8707 10.3163 10.4560
O 10.8268 9.7201 11.1501
H 11.5230 11.7398 9.6916
H 9.8829 11.7556 8.9399
H 11.0822 10.5447 8.5290
C 6.1239 12.7626 10.2926
N 7.1707 13.8150 10.4707
O 6.9133 15.0017 10.4406
O 8.3037 13.4339 10.6313
H 5.3323 13.1764 10.8799
H 6.4916 11.8371 10.6603
H 5.9344 12.7113 9.1971
O 10.0750 15.1278 7.4547
C 10.3750 15.1186 8.6155
C 9.8322 16.0431 9.7028
C 10.6004 15.7511 10.9547
C 11.7184 14.8264 10.4714
O 11.4268 14.4222 9.1412
H 9.9720 17.0419 9.4083
H 8.7336 15.9974 9.7651
H 10.8869 16.6263 11.4468
H 9.9682 15.2372 11.6969
H 12.6809 15.3073 10.5508
H 11.7649 13.8948 10.9995
O 4.9320 10.0285 9.3598
C 5.8331 9.2645 9.5172
C 6.8212 8.6523 8.5742
C 7.3876 7.4104 9.2442
C 7.1441 7.7309 10.6785
O 6.1095 8.7377 10.7703
H 6.3730 8.4346 7.5765
H 7.6179 9.4057 8.5057
H 6.7886 6.5557 8.9729
H 8.4420 7.2561 8.9639
H 6.7237 6.8411 11.1926
H 8.0072 8.1373 11.2872
*
```

---

A molecular structure, C12H24N6O6Zn at a distorted geometry. Source: the Open Molecules 2025 dataset; level of theory: wB97M-V/def2-TZVPD.

Kohn-Sham gap (spin up / spin down) (eV): 3.01 / 5.01
Relative energy (zero: lowest compared OMol25 entry of this formula, charge and spin) (kcal/mol): 60.41
Highest occupied orbital energy (spin up / spin down) (eV): -6.13 / -7.86

Geometry as ORCA input:
```
! wB97M-V def2-TZVPD RIJCOSX def2/J DEFGRID3
* xyz 0 1
O 0.8224 -0.6449 -3.7729
H 1.6901 -0.3292 -3.4107
Zn -0.2778 0.0106 -1.2776
N -0.3314 1.8106 0.5192
N 1.3763 1.4543 -1.5608
N -1.4619 -1.0211 0.7706
N -0.4907 -2.3542 -1.3371
O -1.0992 1.9470 1.5475
O -2.0456 -0.4223 1.8175
O -0.0159 -3.0254 -2.2975
O 2.2092 1.2735 -2.5165
C 1.6139 2.4768 -0.6805
C 0.7106 2.6681 0.4143
C -1.8337 -2.2970 0.6507
C -1.2398 -3.0320 -0.4423
C 0.9971 3.6752 1.4657
H 1.8367 3.3722 2.1049
H 0.1245 3.8166 2.0998
H 1.2601 4.6295 1.0036
C 2.8631 3.2867 -0.7875
H 3.3583 3.0183 -1.7244
H 3.5569 3.0914 0.0413
H 2.6446 4.3587 -0.7759
C -2.8131 -3.0201 1.5404
C -1.5164 -4.4662 -0.7531
H -3.1361 -2.3030 2.3087
H -2.3034 -3.8860 2.0000
H -3.6748 -3.3933 0.9474
H -0.9684 -4.7459 -1.6666
H -2.5875 -4.6438 -0.9212
H -1.2061 -5.1100 0.0740
H -1.7011 0.5321 1.7074
H 0.6620 -1.4715 -3.2211
C -1.9515 0.7583 -1.4445
H -2.0925 1.8527 -1.6474
H -2.9823 0.3509 -1.3519
H -1.7232 0.3716 -2.5103
O -3.2184 3.6708 0.5694
H -4.0868 3.4020 0.8429
H -2.6127 3.0100 0.9868
N 2.6804 -0.7184 2.0886
C 3.2141 -1.5733 1.1317
C 2.3750 -1.4857 0.0435
N 1.3691 -0.5869 0.3313
C 1.5379 -0.1570 1.5773
H 3.0388 -0.5213 3.0051
H 4.0903 -2.1562 1.2722
H 2.4039 -1.9916 -0.8998
H 0.9346 0.5187 2.1379
*
```

---

2 unconnected molecules or ions with the total composition C12H24NOP. Source: the Open Molecules 2025 dataset; level of theory: wB97M-V/def2-TZVPD.

Structure (SMILES): CCOCCCCC[PH4].c1ccncc1
Kohn-Sham gap (eV): 8.82
Highest occupied orbital energy (eV): -7.90

Geometry as ORCA input:
```
! wB97M-V def2-TZVPD RIJCOSX def2/J DEFGRID3
* xyz 0 1
C 4.1930 -1.3729 1.4224
C 4.2844 -0.0823 0.6172
O 3.0535 0.5714 0.4199
C 2.4870 1.1332 1.5951
C 1.1754 0.4460 1.9370
C 0.1062 0.7629 0.9010
C -1.2249 -0.0048 1.0244
C -1.1768 -1.3387 1.7652
P -0.2842 -2.7317 0.8031
H 4.1527 -1.1933 2.4952
H 5.0688 -1.9884 1.2173
H 3.3167 -1.9518 1.1320
H 5.0019 0.5963 1.0926
H 4.6665 -0.3047 -0.3777
H 2.3106 2.1948 1.3973
H 3.1931 1.0744 2.4267
H 1.3822 -0.6270 1.9621
H 0.8545 0.7346 2.9396
H 0.5290 0.6083 -0.0919
H -0.1146 1.8305 0.9706
H -1.9744 0.6313 1.4954
H -1.6003 -0.2123 0.0196
H -0.7140 -1.2596 2.7522
H -2.2022 -1.6840 1.9283
H -0.2640 -1.9215 -0.3777
H -1.3579 -3.6392 1.0260
H 0.7988 -2.7612 1.7343
H 0.3949 -3.7842 0.0402
C -3.7103 1.3145 -4.2083
C -4.5580 1.3708 -3.1140
C -4.0021 1.5661 -1.8586
N -2.6960 1.7035 -1.6441
C -1.8941 1.6469 -2.7048
C -2.3478 1.4552 -4.0013
H -4.1046 1.1630 -5.2049
H -5.6281 1.2646 -3.2275
H -4.6325 1.6139 -0.9771
H -0.8343 1.7586 -2.5014
H -1.6484 1.4171 -4.8251
*
```

---

A molecular structure, C12H24NaO11 at a distorted geometry. Source: the Open Molecules 2025 dataset; level of theory: wB97M-V/def2-TZVPD.

Kohn-Sham gap (spin up / spin down) (eV): 6.20 / 3.68
Relative energy (zero: lowest compared OMol25 entry of this formula, charge and spin) (kcal/mol): 2.84
Highest occupied orbital energy (spin up / spin down) (eV): -6.30 / -6.04

Geometry as ORCA input:
```
! wB97M-V def2-TZVPD RIJCOSX def2/J DEFGRID3
* xyz 0 2
Na -29.8059 -15.5097 18.0842
C -26.6553 -14.9127 15.7806
O -27.6944 -15.2774 16.6302
H -25.7932 -15.5541 15.9636
H -26.9663 -14.8953 14.7360
H -26.1556 -13.9467 15.8520
C -29.3508 -14.7255 21.2981
O -28.6086 -14.8588 20.1516
H -29.9614 -15.6174 21.4383
H -28.8065 -14.8422 22.2353
H -29.9858 -13.8478 21.4186
C -27.6041 -11.2149 15.0496
C -29.0354 -11.3929 15.5776
C -29.3075 -12.2796 16.7734
O -29.9557 -11.4129 17.7011
C -29.8084 -10.1372 17.3277
O -30.1099 -9.1301 17.9266
O -29.3428 -10.0485 16.0596
H -26.9761 -11.0170 15.9182
H -27.5036 -10.3777 14.3588
H -27.2096 -12.1145 14.5773
H -29.6439 -11.5886 14.6948
H -28.3986 -12.6712 17.2304
H -29.9104 -13.1045 16.3936
C -34.0998 -15.1392 15.7162
O -33.9985 -14.3689 16.9003
C -32.8736 -14.1658 17.4925
O -31.7781 -14.6497 17.1641
O -33.1845 -13.5211 18.6433
C -32.1098 -13.2561 19.5799
H -33.8541 -16.1790 15.9320
H -33.5268 -14.7338 14.8823
H -35.1394 -15.1696 15.3899
H -32.2169 -13.7056 20.5671
H -32.1055 -12.2062 19.8727
H -31.0984 -13.5104 19.2627
C -33.1040 -19.3958 18.9402
O -33.2753 -18.1656 19.6553
C -32.3684 -17.1407 19.5910
O -31.2754 -17.1373 19.0001
O -32.6943 -16.1038 20.3868
C -33.6737 -16.1040 21.4123
H -33.0156 -19.2565 17.8628
H -33.8128 -20.1888 19.1786
H -32.1613 -19.8554 19.2373
H -34.3077 -15.2266 21.2842
H -33.3181 -16.1331 22.4422
H -34.3869 -16.9228 21.3173
*
```

---

A molecular structure, C12H24NdS6. Source: the Open Molecules 2025 dataset; level of theory: wB97M-V/def2-TZVPD.

Kohn-Sham gap (spin up / spin down) (eV): 8.22 / 8.72
Highest occupied orbital energy (spin up / spin down) (eV): -18.99 / -19.05

Geometry as ORCA input:
```
! wB97M-V def2-TZVPD RIJCOSX def2/J DEFGRID3
* xyz 3 4
Nd -0.0317 -0.0911 0.0351
C -2.9775 2.4604 0.4745
C -1.6858 3.2605 0.4362
S -0.2499 2.5375 1.2958
C -0.8216 2.3058 3.0169
C -0.5618 0.9212 3.5884
S -1.2443 -0.4929 2.6619
C -3.0334 -0.1495 2.5394
C -3.5998 -0.2730 1.1335
S -2.8302 0.7541 -0.1638
H -3.7244 2.9677 -0.1370
H -3.3859 2.3965 1.4814
H -1.8573 4.2528 0.8569
H -1.3379 3.4210 -0.5867
H -1.8787 2.5639 3.0469
H -0.3001 3.0422 3.6291
H -0.9488 0.8689 4.6077
H 0.5071 0.7060 3.6628
H -3.2099 0.8359 2.9666
H -3.5400 -0.8678 3.1851
H -4.6657 -0.0379 1.1488
H -3.5243 -1.2954 0.7554
C 3.0069 -2.5057 -0.5334
C 1.7444 -3.3522 -0.5499
S 0.2858 -2.6330 -1.3742
C 0.8541 -2.2792 -3.0753
C 0.5522 -0.8708 -3.5636
S 1.1863 0.5059 -2.5504
C 2.9868 0.2179 -2.4424
C 3.5430 0.2799 -1.0281
S 2.7998 -0.8452 0.2018
H 3.4166 -2.3706 -1.5329
H 3.7691 -3.0222 0.0508
H 1.3995 -3.5877 0.4595
H 1.9541 -4.3107 -1.0279
H 0.3566 -2.9925 -3.7334
H 1.9187 -2.5032 -3.1167
H -0.5230 -0.6863 -3.6298
H 0.9404 -0.7448 -4.5758
H 3.4699 0.9889 -3.0438
H 3.1976 -0.7343 -2.9258
H 3.4268 1.2758 -0.5943
H 4.6162 0.0832 -1.0493
*
```